7
Properties=species:S:1:pos:R:3:forces:R:3 method="wB97M-V/def2-TZVPD" gap_ev=10.6
C 0.74116 0.80700 -0.14558 -0.03 -2.17 0.76
N -0.11644 -0.27905 0.01356 2.56 -0.87 0.16
O 1.93881 0.69159 -0.01914 -1.18 0.86 -0.65
O -1.44700 -0.32439 -0.10844 0.04 -0.38 -0.42
F 0.45660 -1.57179 -0.11285 -0.61 1.09 -0.09
H 0.02213 1.60372 -0.25466 0.42 1.43 -0.12
H -1.59526 -0.92707 0.62712 -1.21 0.03 0.36

=====

7
Properties=species:S:1:pos:R:3:forces:R:3 method="wB97M-V/def2-TZVPD" gap_ev="5.0 / 6.5" s2=0.82 multiplicity=2
C 0.75465 1.17518 0.35278 -3.89 -0.79 0.97
O 0.22639 -0.87675 -0.54956 -2.38 -1.24 0.19
Na -0.47526 -2.97466 -1.38690 1.35 0.11 -0.41
Tl -2.00697 -1.32617 -0.00286 1.56 1.78 0.38
F -0.75681 1.22274 0.91393 3.64 0.09 -1.25
H 0.83412 1.83980 -0.49774 -0.03 -0.14 0.38
H 1.42387 0.93986 1.17036 -0.25 0.20 -0.26

=====

9
Properties=species:S:1:pos:R:3:forces:R:3 method="wB97M-V/def2-TZVPD" gap_ev=9.7 total_charge=-1
C -0.77033 -0.32086 -0.20989 -0.62 0.39 -4.51
O 1.09814 1.40247 -0.82063 -0.10 -0.15 0.03
O 1.84501 -0.91405 -0.57500 -0.28 -0.03 0.16
O 1.05711 0.36121 1.38273 0.06 -0.02 0.09
O -1.39219 0.41856 0.70707 -0.47 0.17 0.23
F -0.98540 -1.65925 -0.03599 0.02 -0.17 0.20
S 1.00795 0.15803 -0.07706 0.55 0.04 -0.68
H -1.24090 -0.12023 -1.66135 1.32 -0.27 4.25
H -0.61939 0.67412 1.29013 -0.47 0.04 0.21

=====

Going through the records in order, we get DFT total energy values of -9367.611; -14938.612; -22812.675 eV.